No. 1
C6H6 | wB97M-V/def2-TZVPD

For the energy above the lowest of the compared OMol25 structures with the same formula, charge and spin, the calculation gives 712.6 kJ/mol. The HOMO energy (spin up / spin down) comes out at -8.071 / -8.070 eV. Its lowest unoccupied orbital energy (spin up / spin down) is 0.0 / 0.0 eV.

Geometry as ORCA input:
```
! wB97M-V def2-TZVPD RIJCOSX def2/J DEFGRID3
* xyz 0 1
C -2.663 0.844 1.129
C -1.477 0.797 0.929
C -0.044 0.720 0.624
C 0.212 0.108 -0.738
C 1.310 -0.657 -1.063
C 2.405 -1.358 -0.900
H -3.715 0.883 1.314
H 0.480 0.152 1.399
H 0.385 1.734 0.634
H 0.415 -1.344 -1.369
H -0.575 0.245 -1.475
H 3.382 -0.922 -1.120
*
```



No. 2
C6H6 | wB97M-V/def2-TZVPD

For the energy above the lowest of the compared OMol25 structures with the same formula, charge and spin, the calculation gives 486.6 kJ/mol. The HOMO energy comes out at -9.448 eV. Its lowest unoccupied orbital energy is 0.9 eV. The SMILES is C#CC(C)C#C.

Geometry as ORCA input:
```
! wB97M-V def2-TZVPD RIJCOSX def2/J DEFGRID3
* xyz 0 1
C -0.673 -2.122 -1.392
C -0.174 -1.167 -0.849
C -0.067 0.095 -0.140
C 0.854 1.236 -0.573
C -0.174 -0.035 1.331
C -0.254 -0.113 2.533
H -1.492 -2.573 -1.900
H -1.020 0.260 -0.751
H 1.883 1.172 -0.213
H 0.850 1.285 -1.663
H 0.427 2.166 -0.178
H -0.370 -0.190 3.597
*
```



No. 3
C6H6 | wB97M-V/def2-TZVPD

For the energy above the lowest of the compared OMol25 structures with the same formula, charge and spin, the calculation gives 664.8 kJ/mol. The HOMO energy comes out at -8.787 eV. Its lowest unoccupied orbital energy is -0.1 eV.

Geometry as ORCA input:
```
! wB97M-V def2-TZVPD RIJCOSX def2/J DEFGRID3
* xyz 0 1
C 0.066 -0.555 -2.018
C 0.470 -0.007 -0.701
C 1.379 0.578 -0.028
C 1.470 0.989 1.248
C 0.509 0.804 2.026
C -0.753 0.228 1.902
H -0.156 -1.627 -1.954
H 0.867 -0.414 -2.752
H -0.836 -0.056 -2.396
H -1.630 0.881 1.889
H -0.937 -0.743 2.369
H -0.450 -0.078 0.416
*
```



No. 4
C6H6 | wB97M-V/def2-TZVPD

For the energy above the lowest of the compared OMol25 structures with the same formula, charge and spin, the calculation gives 719.8 kJ/mol. The HOMO energy comes out at -8.712 eV. Its lowest unoccupied orbital energy is 0.7 eV.

Geometry as ORCA input:
```
! wB97M-V def2-TZVPD RIJCOSX def2/J DEFGRID3
* xyz 0 1
C -1.597 0.686 0.703
C -0.082 -0.578 -1.260
C 1.827 0.021 0.413
C -1.153 -0.338 -0.170
C -0.318 -0.261 1.023
C 0.692 -0.434 -0.003
H -1.746 1.754 0.368
H -2.403 0.341 1.298
H 0.014 -1.476 -1.845
H -0.105 0.252 -1.893
H 1.968 0.047 1.407
H 2.904 -0.014 -0.041
*
```



No. 5
C6H6 | wB97M-V/def2-TZVPD

For the energy above the lowest of the compared OMol25 structures with the same formula, charge and spin, the calculation gives 431.0 kJ/mol. The HOMO energy comes out at -8.951 eV. Its lowest unoccupied orbital energy is 0.9 eV. The SMILES is C#CCC#CC.

Geometry as ORCA input:
```
! wB97M-V def2-TZVPD RIJCOSX def2/J DEFGRID3
* xyz 0 1
C 2.053 0.926 -0.079
C 1.964 -0.232 -0.395
C 1.199 -1.467 -0.665
C -0.162 -0.938 -0.480
C -0.913 -0.040 -0.189
C -1.992 0.874 0.128
H 2.037 1.952 0.205
H 1.361 -1.873 -1.670
H 1.424 -2.262 0.055
H -2.034 1.117 1.195
H -1.973 1.809 -0.443
H -2.879 0.307 -0.148
*
```



No. 6
C6H6 | wB97M-V/def2-TZVPD

For the energy above the lowest of the compared OMol25 structures with the same formula, charge and spin, the calculation gives 512.8 kJ/mol. The HOMO energy comes out at -8.355 eV. Its lowest unoccupied orbital energy is 0.7 eV. The SMILES is C#CC(C)=C=C.

Geometry as ORCA input:
```
! wB97M-V def2-TZVPD RIJCOSX def2/J DEFGRID3
* xyz 0 1
C 2.277 -1.338 0.372
C 1.218 -0.782 0.231
C -0.017 -0.137 -0.065
C -1.124 -0.888 -0.750
C -0.084 1.177 0.042
C -0.391 2.255 0.686
H 3.228 -1.813 0.426
H -0.849 -0.973 -1.803
H -1.251 -1.892 -0.339
H -2.074 -0.348 -0.681
H -0.625 1.424 1.439
H -0.319 3.336 0.450
*
```



No. 7
C6H68NO28 | wB97M-V/def2-TZVPD

For the energy above the lowest of the compared OMol25 structures with the same formula, charge and spin, the calculation gives 0.0 kJ/mol. The HOMO energy comes out at -11.990 eV. Its lowest unoccupied orbital energy is -2.5 eV.

Geometry as ORCA input:
```
! wB97M-V def2-TZVPD RIJCOSX def2/J DEFGRID3
* xyz 1 1
C -2.245 -3.403 0.174
O -1.135 -2.601 0.234
C -1.338 -1.323 0.907
C -0.078 -0.533 0.511
N -0.093 0.738 1.261
H -1.027 1.287 1.046
H -0.027 0.401 2.376
C 1.052 1.613 1.103
C 1.117 2.343 -0.300
O 2.382 2.996 -0.290
C 2.819 3.722 -1.528
H -2.590 -3.986 1.088
H -2.071 -3.975 -0.700
H -3.367 -3.023 0.027
H -1.580 -1.476 1.909
H -2.281 -0.950 0.437
H -0.072 -0.363 -0.655
H 0.761 -1.023 0.677
H 1.844 0.955 1.184
H 1.037 2.284 2.078
H 0.260 3.001 -0.560
H 0.984 1.623 -0.985
H 2.843 3.073 -2.506
H 3.920 4.107 -1.396
H 2.300 4.653 -1.928
O -4.621 -1.482 1.899
H -4.883 -0.670 1.594
H -4.761 -1.923 1.082
O -2.373 -7.005 -0.171
H -2.621 -6.741 -1.115
H -2.432 -8.016 -0.310
O -1.202 0.503 4.093
H -0.625 -0.094 4.580
H -2.052 0.253 4.312
O -1.980 -4.736 3.650
H -0.972 -4.685 3.566
H -2.017 -5.590 3.775
O -0.927 4.155 2.473
H -0.841 3.831 3.446
H -0.111 4.673 2.345
O -2.430 1.972 0.018
H -3.332 1.649 0.444
H -2.439 2.943 0.018
O 4.975 2.507 0.490
H 4.196 3.037 0.484
H 4.960 1.875 -0.171
O 3.125 0.782 -3.508
H 3.532 0.930 -4.287
H 3.242 -0.159 -3.395
O 1.838 4.798 2.235
H 2.278 5.077 1.508
H 2.530 4.175 2.359
O 4.913 2.153 -5.120
H 4.566 2.435 -5.972
H 4.691 2.973 -4.641
O -0.167 6.269 0.244
H -0.569 5.800 -0.393
H 0.095 7.267 0.016
O -3.056 -1.411 4.299
H -3.272 -1.594 3.282
H -3.825 -1.427 4.821
O 0.540 -4.396 2.493
H 0.284 -4.699 1.642
H 1.438 -4.123 2.572
O 0.079 -5.611 0.046
H 0.439 -5.844 -0.770
H -0.774 -6.056 -0.028
O 4.393 7.711 -1.999
H 4.965 7.830 -2.789
H 4.191 6.889 -2.407
O -1.128 3.065 4.912
H -1.291 2.823 5.792
H -1.273 2.220 4.351
O -5.883 -2.833 0.016
H -5.957 -2.334 -0.903
H -6.490 -3.583 0.092
O 0.105 0.208 -3.531
H 0.955 0.655 -3.257
H -0.498 0.973 -3.579
O -1.048 5.046 -2.294
H -1.254 4.058 -2.669
H -1.648 5.708 -2.734
O -1.450 -3.936 -3.579
H -1.845 -3.112 -3.443
H -0.453 -3.687 -3.653
O 4.614 4.728 -3.902
H 3.924 5.285 -4.373
H 5.354 5.111 -4.286
O -3.130 -6.260 -2.778
H -2.850 -5.438 -3.023
H -4.197 -6.129 -2.687
O -5.013 -6.382 1.041
H -5.332 -6.601 1.883
H -3.972 -6.507 1.031
O 1.438 -3.057 -1.648
H 0.652 -3.235 -1.168
H 2.147 -3.128 -0.919
O 5.043 0.828 -1.705
H 5.877 0.559 -1.977
H 4.461 0.683 -2.520
O 2.409 -0.511 3.218
H 2.688 -1.426 3.438
H 2.643 -0.154 3.978
*
```



No. 8
C6H6BrClO | wB97M-V/def2-TZVPD

For the energy above the lowest of the compared OMol25 structures with the same formula, charge and spin, the calculation gives 432.0 kJ/mol. The HOMO energy (spin up / spin down) comes out at -9.358 / -7.823 eV. Its lowest unoccupied orbital energy (spin up / spin down) is 0.4 / -1.8 eV.

Geometry as ORCA input:
```
! wB97M-V def2-TZVPD RIJCOSX def2/J DEFGRID3
* xyz 0 1
C -1.269 -2.078 -1.147
C -1.040 -1.792 -2.467
C -0.120 -1.668 -0.467
C 0.682 -1.032 -1.336
C 0.354 2.392 1.887
C 1.206 1.727 0.859
O 0.179 -1.138 -2.516
Cl 2.670 1.017 1.259
Br -0.038 -1.912 1.393
H -1.978 -2.684 -0.629
H -1.633 -1.732 -3.400
H -0.225 3.328 1.397
H 0.806 2.821 2.772
H -0.265 1.608 2.294
H 0.669 1.143 0.101
*
```



No. 9
C6H6BrNO2 | wB97M-V/def2-TZVPD

For the energy above the lowest of the compared OMol25 structures with the same formula, charge and spin, the calculation gives 215.1 kJ/mol. The HOMO energy comes out at -9.064 eV. Its lowest unoccupied orbital energy is -0.8 eV. The SMILES is O=[N+]([O-])\C=C/C=C\C=C\Br.

Geometry as ORCA input:
```
! wB97M-V def2-TZVPD RIJCOSX def2/J DEFGRID3
* xyz 0 1
O 0.218 1.303 1.065
N 0.176 1.923 0.030
O 0.518 3.093 -0.143
C -0.358 1.182 -1.070
C -1.097 0.050 -0.997
C -1.536 -0.652 0.250
C -0.651 -1.216 1.114
C 0.873 -1.036 0.941
C 1.560 -1.006 -0.218
Br 3.433 -0.522 -0.261
H -0.280 1.694 -2.081
H -1.573 -0.526 -1.797
H -2.623 -0.664 0.379
H -0.900 -1.775 2.034
H 1.262 -0.654 1.887
H 0.978 -1.194 -1.134
*
```



No. 10
C6H6BrP | wB97M-V/def2-TZVPD

For the energy above the lowest of the compared OMol25 structures with the same formula, charge and spin, the calculation gives 250.9 kJ/mol. The HOMO energy comes out at -8.437 eV. Its lowest unoccupied orbital energy is -0.4 eV. The SMILES is BrC1=CC=CC=C=[PH2]1.

Geometry as ORCA input:
```
! wB97M-V def2-TZVPD RIJCOSX def2/J DEFGRID3
* xyz 0 1
Br -3.673 0.107 0.021
C -1.795 0.179 -0.068
C -1.018 1.272 -0.055
C 0.433 1.379 -0.018
C 1.556 0.615 0.081
C 1.899 -0.800 0.123
C 1.138 -1.912 0.059
P -0.650 -1.461 -0.073
H -1.505 2.243 -0.057
H 0.688 2.436 -0.054
H 2.450 1.230 0.133
H 2.968 -0.969 0.217
H -1.317 -2.220 0.882
H -1.172 -2.099 -1.192
*
```